This record from the OMol25 dataset describes 13 unconnected molecules or ions with the total composition C37H100O13 in a non-equilibrium geometry. The level of theory is ωB97M-V/def2-TZVPD.

Geometry as ORCA input:
```
! wB97M-V def2-TZVPD RIJCOSX def2/J DEFGRID3
* xyz 0 1
O 7.6112 -27.6896 21.4948
O 6.5069 -25.4938 30.6707
O 3.4062 -31.3340 22.2341
O 13.6505 -26.5507 26.3882
O 8.2925 -27.2517 31.9123
O 2.8424 -25.5360 20.0326
O 5.6281 -31.4722 24.0623
O 7.7534 -31.9073 29.9396
O 8.1694 -27.8447 24.2471
O 8.2468 -30.7609 24.7631
O 9.7646 -23.3900 23.6014
O 1.7517 -26.0856 28.4964
O 1.3207 -24.7811 26.1379
C 2.3878 -28.1025 27.2976
C 2.4258 -24.0377 25.6351
C 2.4247 -30.3325 22.2162
C 6.7443 -28.8153 21.4189
C 4.4874 -25.4875 21.7625
C 7.7299 -30.0291 21.2782
C 10.4768 -31.4321 25.2049
C 8.7826 -33.0757 24.1165
C 8.3964 -27.4078 26.4843
C 7.2954 -24.5277 28.7158
C 4.1479 -25.0666 20.3387
C 6.0507 -24.8803 29.4845
C 1.4920 -27.4821 28.4076
C 5.1346 -32.2056 25.1544
C 0.0217 -27.6649 28.1028
C 2.9783 -29.0945 22.9116
C 3.5416 -24.9870 25.1970
C 13.2746 -26.9416 28.7384
C 4.6570 -33.5958 24.7169
C 6.0720 -27.5895 25.3117
C 4.0878 -31.4307 25.9537
C 5.1731 -25.9021 28.7614
C 11.4901 -27.3843 26.9579
C 5.9268 -28.7267 20.1175
C 6.3566 -30.2679 28.8947
C 9.7022 -27.7565 30.0202
C 4.2813 -23.5569 20.1847
C 9.0397 -31.8885 25.0787
C 2.8671 -23.1060 26.7278
C 7.5429 -27.0914 25.2602
C 7.6139 -30.4809 29.7262
C 8.8772 -29.9778 29.0792
C 1.1273 -30.8684 22.8547
C 12.9796 -27.3919 27.3296
C 9.3083 -29.3723 31.9917
C 8.7659 -28.3036 31.0890
C 10.3910 -24.6375 23.8916
H 9.6305 -25.4149 23.7812
H 1.0349 -25.3266 25.3957
H 10.6883 -24.6225 24.9391
H 8.4762 -30.0025 22.0730
H 3.6578 -33.5609 24.2776
H 11.2322 -32.2115 25.3221
H 10.6370 -30.6825 25.9791
H 3.0837 -32.1744 21.8974
H 7.4684 -29.9887 30.6921
H 8.5966 -29.7376 32.7341
H 8.3810 -28.4805 26.6757
H 10.3864 -28.5422 29.6877
H 4.8061 -25.5666 19.6203
H 14.3487 -26.9186 28.9134
H 0.7849 -31.7302 22.2793
H 8.1005 -26.8839 27.4003
H 10.8820 -26.5758 27.3657
H 1.2986 -31.1702 23.8902
H 5.2631 -29.5931 20.0869
H 9.7658 -30.1547 29.6850
H 5.5276 -26.9993 26.0541
H 3.6999 -28.6061 22.2567
H 5.7607 -25.6525 31.2583
H 2.1708 -27.6032 26.3489
H 11.3353 -27.5345 25.8898
H 3.7951 -22.9576 20.9548
H 2.0837 -22.4127 27.0390
H 6.0718 -28.8466 22.2781
H 3.4932 -29.4390 23.8103
H 3.8531 -23.1800 19.2520
H 7.8875 -28.6897 30.5542
H 1.6813 -25.7338 27.5878
H 7.3511 -31.0709 24.5558
H 5.4194 -25.0573 22.1239
H 5.7362 -26.8034 28.5173
H 7.5110 -26.0314 25.0060
H 4.5123 -30.4938 26.3130
H 13.3213 -28.4018 27.1015
H -0.5780 -27.1386 28.8471
H 7.8723 -23.7676 29.2425
H 7.8581 -25.4475 28.5514
H 5.5188 -30.8459 29.2896
H 8.1013 -27.7493 22.3287
H 7.0600 -24.0640 27.7559
H 11.2458 -24.8305 23.2426
H 8.7008 -32.2695 26.0505
H 2.2506 -28.3269 23.1711
H 8.3098 -29.9248 20.3602
H 5.3543 -34.1008 24.0470
H 3.4405 -27.8399 27.4185
H -0.3614 -28.6885 28.0990
H 6.9857 -32.1958 30.4419
H 13.4243 -25.6240 26.5040
H 9.0101 -30.3552 28.0658
H 2.2369 -29.1753 27.1839
H 12.8334 -25.9596 28.9143
H 10.1296 -29.0443 32.6358
H 9.4648 -23.4472 22.6901
H 9.2131 -34.0081 24.4717
H 3.6933 -25.0103 22.3420
H 4.7375 -25.5292 27.8312
H 5.9633 -28.6364 25.6043
H 3.1030 -23.6784 27.6275
H 12.7965 -27.6585 29.4091
H 10.3997 -27.0597 30.4917
H 3.7462 -32.0653 26.7743
H 3.9166 -25.6329 25.9928
H 11.0299 -28.2956 27.3574
H 8.1394 -28.7668 24.5337
H 9.1698 -32.7952 23.1285
H 4.4259 -26.5679 21.8660
H 9.1993 -27.2926 29.1749
H 6.0025 -32.3637 25.8023
H 9.4261 -27.0664 26.3732
H 2.7742 -25.4291 19.0792
H 6.0163 -29.2369 28.7864
H 2.1138 -23.4323 24.7780
H 5.5161 -27.4697 24.3807
H 4.2614 -26.1372 29.3149
H 2.2111 -30.0572 21.1784
H 3.7207 -22.4746 26.4805
H 5.6051 -23.9170 29.7524
H 5.3522 -23.3604 20.1045
H 5.2494 -27.8690 20.1263
H 3.1787 -31.2073 25.3923
H 7.7172 -26.7007 31.3607
H 9.6977 -30.2528 31.4763
H 4.4259 -24.3836 24.9801
H 6.5423 -30.6814 27.8994
H 7.2279 -30.9981 21.2384
H 0.3094 -30.1510 22.9294
H -0.2695 -27.2627 27.1291
H 6.5484 -28.6343 19.2291
H 7.7555 -33.1706 23.7550
H 1.6890 -27.9276 29.3835
H 4.5872 -34.3122 25.5392
H 10.8247 -30.9880 24.2667
H 3.2535 -25.6693 24.3977
H 4.9636 -31.5094 23.3555
H 8.7750 -28.8891 29.0752
*
```

E_HOMO	-9.26	eV
LUMO	0.3	eV
HOMO-LUMO gap	9.54	eV
calculated total energy	-66605.0967	eV